# 1
C5H11N | ωB97M-V/def2-TZVPD

Its HOMO energy is -8.03 eV. The total charge is 0. As for the structure (SMILES): CC(C)=C(C)N. As for the lowest unoccupied orbital energy: 0.985 eV.

Each line ends with the natural charge from an NBO analysis.
Geometry (Å):
1 N -0.30029 1.17942 -1.57119  -0.86
2 C 1.67304 1.05444 -0.16721  -0.65
3 C 0.36232 0.43070 -0.55070  0.15
4 C -0.29472 -0.46724 0.19907  -0.03
5 C -1.81129 -0.49332 0.14940  -0.63
6 C 0.42898 -1.44628 1.07048  -0.65
7 H 1.22771 -1.95037 0.51183  0.22
8 H 1.03222 -0.91328 1.81139  0.22
9 H 2.33676 0.35587 0.35694  0.21
10 H -2.20119 0.43901 0.56958  0.21
11 H -2.21128 -0.60377 -0.85038  0.21
12 H 2.25260 1.37652 -1.02655  0.22
13 H 1.50343 1.87631 0.53289  0.21
14 H -0.74741 2.04138 -1.29108  0.37
15 H -2.22466 -1.27424 0.79267  0.21
16 H -0.09703 -2.23156 1.59492  0.22
17 H -0.92918 0.62643 -2.13206  0.37

# 2
C5H11N | ωB97M-V/def2-TZVPD

Its HOMO energy is -8.32 eV. The total charge is 0. As for the structure (SMILES): C=CC.C=CN. As for the lowest unoccupied orbital energy: 0.816 eV.

Each line ends with the natural charge from an NBO analysis.
Geometry (Å):
1 N -2.03841 -0.05437 1.38246  -0.84
2 C 1.58777 -0.84577 -2.39221  -0.67
3 C -3.05203 0.03206 3.61884  -0.55
4 C 3.51289 0.72786 -2.72939  -0.40
5 C -2.03777 -0.13171 2.79032  0.02
6 C 2.21022 0.51383 -2.54929  -0.17
7 H -4.08360 0.00840 3.26974  0.19
8 H -1.26817 -0.57561 1.01568  0.39
9 H 1.53319 -1.51335 -3.23590  0.22
10 H -2.92672 0.14447 0.95811  0.39
11 H 3.71718 1.78791 -2.80076  0.20
12 H 1.46692 1.27154 -2.33220  0.20
13 H 0.50921 -0.78133 -2.17910  0.21
14 H 4.22722 -0.05381 -2.89819  0.20
15 H -0.95710 -0.27924 3.02194  0.18
16 H -3.04617 -0.06634 4.68549  0.21
17 H 1.93561 -1.44946 -1.54258  0.22

# 3
C5H11N | ωB97M-V/def2-TZVPD

Its HOMO energy is -7.48 eV. The total charge is 0. As for the lowest unoccupied orbital energy: 1.079 eV.

Each line ends with the natural charge from an NBO analysis.
Geometry (Å):
1 N -0.24280 0.37667 -0.70059  -0.42
2 C -0.65754 0.17436 -1.96981  -0.24
3 C 0.60801 1.04375 1.48336  -0.62
4 C -0.91179 -0.69494 -0.19862  -0.02
5 C -0.10954 -1.85276 0.32882  -0.69
6 C 0.64439 1.30216 -0.02891  -0.21
7 H 0.26921 2.31992 -0.20558  0.19
8 H -0.96508 1.01290 -2.60396  0.16
9 H 0.57889 -0.01480 1.75569  0.22
10 H -0.29338 1.49102 1.91375  0.21
11 H 1.64653 1.25470 -0.47519  0.19
12 H 0.94928 -1.57216 0.39787  0.21
13 H -0.16143 -2.69218 -0.37497  0.22
14 H -1.99105 -0.66264 -0.10840  0.19
15 H 1.48568 1.47729 1.96662  0.22
16 H -0.43233 -2.21770 1.31170  0.22
17 H -0.41705 -0.74561 -2.49177  0.16

# 4
C5H11N | ωB97M-V/def2-TZVPD

Its HOMO energy is -8.56 eV. The total charge is 0. As for the structure (SMILES): CN1CC1(C)C. As for the lowest unoccupied orbital energy: 1.041 eV.

Each line ends with the natural charge from an NBO analysis.
Geometry (Å):
1 N -1.03840 0.21519 0.29836  -0.43
2 C -0.95494 1.45751 0.99402  -0.40
3 C 1.49612 -0.39405 0.27744  -0.64
4 C 0.15108 -0.23670 -1.83850  -0.61
5 C 0.07058 -0.44329 -0.30050  0.11
6 C -0.91221 -1.15175 0.66472  -0.22
7 H -1.72943 -1.80929 0.36132  0.19
8 H 0.74726 0.67782 -2.02493  0.21
9 H 1.54975 -0.29420 1.36754  0.21
10 H -0.12283 1.57013 1.70535  0.17
11 H 2.07621 0.42162 -0.16745  0.20
12 H -0.78164 -0.06086 -2.39333  0.22
13 H -0.54140 -1.41034 1.67338  0.18
14 H -1.90088 1.66553 1.50194  0.20
15 H 0.68611 -1.05211 -2.32455  0.21
16 H 2.01820 -1.32897 0.02787  0.22
17 H -0.81356 2.17377 0.17732  0.20

# 5
C5H11N | ωB97M-V/def2-TZVPD

Its HOMO energy (spin up / spin down) is -7.48 / -5.87 eV. The total charge is 0. As for the lowest unoccupied orbital energy (spin up / spin down): 1.164 / 0.873 eV.

Each line ends with the natural charge from an NBO analysis.
Geometry (Å):
1 N 0.34532 -2.23106 0.21033  -0.80
2 C 0.56236 -0.93237 0.56861  -0.02
3 C 0.54318 0.10762 -0.47160  -0.28
4 C -1.02811 0.27244 -0.74122  -0.46
5 C -1.60961 0.59132 0.55618  -0.36
6 C 1.22895 1.40380 -0.04884  -0.60
7 H 0.95539 -0.75507 1.56056  0.19
8 H 0.86212 1.75521 0.91583  0.21
9 H -2.64820 0.89619 0.60868  0.17
10 H -1.29136 -0.73371 -1.14370  0.19
11 H 0.00567 -2.41912 -0.72724  0.38
12 H 0.97550 -0.25049 -1.41267  0.20
13 H 1.02977 2.19432 -0.77466  0.21
14 H -1.28909 0.97669 -1.54774  0.20
15 H -1.08413 0.76760 1.48351  0.18
16 H 2.31014 1.25989 0.03051  0.21
17 H 0.13211 -2.90325 0.93346  0.39

# 6
C5H11N | ωB97M-V/def2-TZVPD

Its HOMO energy is -9.10 eV. The total charge is 0. As for the structure (SMILES): C=C(C)CCN. As for the lowest unoccupied orbital energy: 1.079 eV.

Each line ends with the natural charge from an NBO analysis.
Geometry (Å):
1 N 1.15650 0.76529 -1.62539  -0.84
2 C -1.70740 -0.47300 -0.62760  -0.43
3 C -1.00541 0.27125 1.62869  -0.66
4 C 1.58552 0.21006 -0.34802  -0.21
5 C -0.76987 -0.38868 0.30795  0.04
6 C 0.63996 -0.90150 0.07005  -0.44
7 H 0.58186 -1.64594 -0.72283  0.22
8 H -1.25509 -0.47742 2.39009  0.22
9 H 1.73109 0.93613 0.45705  0.17
10 H 0.91468 -1.37945 1.01048  0.21
11 H -0.15050 0.82615 2.02378  0.21
12 H -1.87691 0.92958 1.61091  0.22
13 H -2.59991 0.13158 -0.70385  0.20
14 H 2.53839 -0.28517 -0.54968  0.19
15 H -1.53470 -1.11788 -1.48270  0.19
16 H 0.15545 0.94861 -1.59685  0.36
17 H 1.59634 1.65040 -1.84208  0.36

# 7
C5H11N | ωB97M-V/def2-TZVPD

Its HOMO energy is -8.21 eV. The total charge is 0. As for the structure (SMILES): CCN1C[C@H]1C. As for the lowest unoccupied orbital energy: 1.197 eV.

Each line ends with the natural charge from an NBO analysis.
Geometry (Å):
1 N -0.03765 -0.63653 -0.04170  -0.46
2 C -1.35218 -0.13114 0.24741  -0.21
3 C -1.75897 0.97628 -0.71507  -0.60
4 C 0.39631 -1.93376 0.06792  -0.19
5 C 1.19006 -0.33594 0.51567  -0.04
6 C 1.95922 0.89722 -0.00098  -0.65
7 H 2.08499 0.96154 -1.08749  0.21
8 H -0.21844 -2.61982 0.69803  0.16
9 H -2.03653 -0.98291 0.15697  0.19
10 H -1.76555 0.61258 -1.74792  0.21
11 H 2.94679 0.97323 0.46493  0.21
12 H -1.06458 1.82192 -0.65722  0.21
13 H 1.42493 1.82640 0.29384  0.21
14 H -2.76001 1.33570 -0.46088  0.21
15 H 1.43552 -0.58553 1.54352  0.16
16 H 0.98808 -2.42556 -0.69075  0.19
17 H -1.39042 0.23061 1.28442  0.18

# 8
C5H11N | ωB97M-V/def2-TZVPD

Its HOMO energy (spin up / spin down) is -6.74 / -6.74 eV. The total charge is 0. As for the lowest unoccupied orbital energy (spin up / spin down): 1.026 / 1.025 eV.

Each line ends with the natural charge from an NBO analysis.
Geometry (Å):
1 N 0.84263 0.86698 -0.64900  -0.25
2 C -1.43910 -1.80088 0.99320  -0.61
3 C -0.78327 -0.44395 0.72201  -0.41
4 C 0.25878 1.77725 -1.43522  -0.35
5 C 0.19689 -0.45398 -0.45427  -0.21
6 C 1.96363 1.16564 0.02128  -0.37
7 H 2.73434 0.42669 0.19525  0.18
8 H -0.70713 -2.58282 1.22883  0.20
9 H 0.99458 -1.18622 -0.28281  0.21
10 H 2.12923 2.21240 0.23117  0.19
11 H -0.82040 1.84027 -1.49411  0.18
12 H -1.56555 0.29930 0.52031  0.20
13 H -2.03577 -2.14819 0.14177  0.20
14 H -0.23964 -0.10680 1.61184  0.21
15 H 0.89435 2.56870 -1.81063  0.19
16 H -2.11524 -1.72144 1.85075  0.22
17 H -0.30833 -0.71294 -1.39039  0.20

# 9
C5H11N | ωB97M-V/def2-TZVPD

Its HOMO energy is -7.13 eV. The total charge is 0. As for the lowest unoccupied orbital energy: 0.993 eV.

Each line ends with the natural charge from an NBO analysis.
Geometry (Å):
1 N -0.22758 -0.71353 0.86943  -0.20
2 C 0.69171 -0.60166 1.98947  -0.23
3 C -1.27639 -1.38786 0.50809  -0.30
4 C 0.37439 -0.15338 -2.56435  -0.86
5 C 0.09779 1.77698 0.76503  -0.65
6 C 0.54973 0.36124 0.87061  -0.01
7 H 0.17816 -0.47399 2.95226  0.17
8 H -0.24126 1.99117 -0.25467  0.23
9 H 0.93172 -0.01701 -1.63232  0.23
10 H -0.39464 0.62038 -2.64714  0.21
11 H -1.44742 -2.36159 0.94770  0.19
12 H -0.73699 2.00007 1.45209  0.20
13 H -0.10141 -1.13744 -2.56096  0.21
14 H 1.53621 -1.29220 2.01371  0.19
15 H -1.90629 -0.99512 -0.28119  0.20
16 H 0.91890 2.46295 0.98960  0.23
17 H 1.05339 -0.07901 -3.41736  0.21

# 10
C5H11N | ωB97M-V/def2-TZVPD

Its HOMO energy is -9.41 eV. The total charge is 0. As for the structure (SMILES): C=CC.C=NC. As for the lowest unoccupied orbital energy: 0.975 eV.

Each line ends with the natural charge from an NBO analysis.
Geometry (Å):
1 N 2.75539 -1.05504 -1.27980  -0.39
2 C 2.76028 0.12135 -0.58292  -0.10
3 C 1.84001 -2.03864 -0.62891  -0.46
4 C -2.79650 0.48753 0.02557  -0.66
5 C -0.73743 1.73917 0.74600  -0.41
6 C -1.69176 0.82360 0.98726  -0.17
7 H 1.56043 -1.81205 0.46485  0.18
8 H -1.84846 0.60593 2.03026  0.19
9 H 3.19986 1.21088 -0.88452  0.21
10 H -2.76068 0.95146 -0.97817  0.22
11 H 0.89007 -2.21555 -1.29708  0.21
12 H -0.38923 2.36938 1.53052  0.20
13 H -2.87913 -0.67777 -0.09044  0.21
14 H -0.57952 2.03444 -0.32631  0.19
15 H 2.27987 -0.04919 0.40111  0.15
16 H -3.80317 0.59761 0.51347  0.23
17 H 2.19998 -3.09308 -0.63088  0.21

It is found that the ΔE to the lowest compared entry with this formula, charge and spin values, taken in the order of the records, are 21.6; 51.5; 80.6; 42.4; 81.5; 18.2; 73.5; 60.7; 88.4; 81.7 kcal per mole.
It is found that the strongest force on any atom values, taken in the order of the records, are 0.0349; 0.0451; 0.0091; 0.0147; 0.0332; 0.0313; 0.0190; 0.0067; 0.0070; 0.0960 hartree/bohr.